ORCA calculation (ωB97M-V with the def2-TZVPD basis set) on a 11-piece molecular cluster, C31H76F6O14P overall in a non-equilibrium geometry.

The gap between HOMO and LUMO is 0.3181 Eh. Its total charge is -1. The energy above the lowest of the compared OMol25 structures with the same formula, charge and spin comes out at 1.493 eV. Its total energy is -87637.1383 eV.

Positions of all 128 atoms, in Å:
H: 3.437 -4.888 2.443
H: -6.371 3.888 2.913
H: -3.378 -1.118 -1.582
H: 5.144 4.997 -1.062
C: -0.029 -2.156 3.723
O: 4.072 -3.935 0.700
O: -2.579 -0.960 0.403
H: 0.219 1.195 -2.655
C: 3.359 -1.123 -2.660
C: 2.202 5.089 0.981
C: 1.140 2.811 -4.950
H: -4.409 4.603 1.441
H: 2.397 5.962 0.357
H: -1.700 -1.647 -1.370
H: 0.251 2.262 6.471
O: -0.733 1.532 -4.487
H: -7.207 0.987 0.995
H: -0.697 -2.791 4.305
H: 1.489 -0.286 -4.734
H: -4.600 -4.883 -0.129
H: -4.061 -3.452 -1.108
H: -4.267 0.229 0.472
H: 3.560 -7.120 1.435
H: -2.238 0.076 -1.331
F: 2.168 1.860 1.665
O: 4.211 -6.355 -0.453
H: 2.350 -5.112 1.119
H: -2.776 -0.418 4.821
C: 4.211 4.062 -2.671
C: -0.197 -3.838 -0.097
O: -0.696 -1.669 2.578
H: -4.087 0.761 2.848
H: -7.788 2.440 1.889
H: 2.521 5.238 2.012
H: 3.365 4.732 -2.518
C: -3.260 0.190 2.426
H: 0.250 -1.348 4.399
H: -0.271 -0.871 2.255
H: 2.443 -7.283 -0.860
C: 3.998 2.670 -2.103
H: -2.333 0.693 2.701
H: 4.255 3.969 -3.756
C: 3.038 -6.459 -1.252
P: 1.089 0.841 0.919
H: -1.702 4.738 2.403
H: 0.703 2.402 4.219
H: 3.342 2.084 -2.747
H: -2.419 -5.336 0.690
C: 3.409 -5.017 1.361
C: -5.537 3.220 2.698
H: 3.726 -1.485 -1.700
F: -0.107 1.126 1.942
O: 3.976 -1.799 -3.806
H: -5.674 -2.378 1.975
H: 0.083 4.080 -3.692
O: 6.231 3.403 -1.931
H: 2.885 4.323 0.614
H: -5.350 2.646 3.606
C: -2.497 -4.632 -0.138
H: -2.743 1.068 0.536
C: -3.258 0.170 0.879
C: 3.241 -1.652 -4.964
C: 4.115 -6.304 0.973
C: -0.251 1.977 -3.253
H: 1.607 -2.424 -2.580
H: -4.334 4.842 3.185
H: -5.620 -1.885 0.271
C: -0.296 2.406 4.655
H: 1.192 -0.731 -2.456
F: 1.704 -0.313 1.957
C: -0.103 2.167 -5.623
H: -1.156 2.240 -2.706
O: -3.319 -1.145 2.956
H: 2.642 -2.379 0.543
H: 0.229 -4.700 0.416
C: 0.705 3.193 -3.572
H: -3.512 -2.096 4.858
O: -0.394 2.784 5.988
C: 5.408 2.260 -2.037
H: 5.872 5.456 -2.566
H: 5.158 -6.370 1.283
F: 2.201 0.454 -0.234
H: 0.372 -2.940 0.141
H: 5.577 1.708 -2.962
H: -1.129 3.173 2.091
H: -0.734 1.420 4.500
H: -0.891 3.149 4.124
H: 3.470 -6.719 -2.219
H: 5.620 1.674 -1.143
C: 3.626 -2.634 0.938
C: -3.512 -1.105 4.404
H: 1.074 -1.933 -4.899
H: -7.005 1.162 2.771
H: -0.755 2.997 -5.895
H: 3.277 -2.543 -5.592
H: 0.868 -2.748 3.537
H: 4.296 -1.815 0.679
C: -1.989 3.815 1.899
H: 1.495 3.604 -5.608
C: -3.904 -4.048 -0.209
C: 1.850 -1.285 -4.491
H: 3.588 2.612 -1.094
H: -4.515 -0.765 4.659
O: -3.153 3.224 2.521
H: 2.420 -5.564 -1.325
H: 3.665 -2.586 2.027
O: -1.569 -3.594 0.217
H: -2.251 -5.092 -1.095
H: -0.028 1.566 -6.529
F: 0.453 1.997 -0.017
H: 1.942 2.080 -4.838
H: 3.619 -0.799 -5.528
H: -0.237 -3.951 -1.180
O: -5.784 2.327 1.632
F: 0.152 -0.373 0.259
H: 3.513 -0.062 -2.859
H: -2.125 3.978 0.830
O: -4.092 -3.226 0.918
C: 5.472 4.600 -2.023
C: -2.459 -0.946 -1.022
H: 1.494 3.356 -2.838
H: 0.828 3.709 0.879
C: -4.332 4.087 2.398
O: 0.861 4.667 0.824
C: 1.867 -1.432 -2.948
H: -6.155 -3.492 0.793
C: -7.010 1.681 1.813
C: -5.424 -2.702 0.965